# C4H12O3P2

A single C4H12O3P2 molecule (ωB97M-V with the def2-TZVPD basis set, the OMol25 dataset).

For the energy above the lowest of the compared OMol25 structures with the same formula, charge and spin, the calculation gives 2.385 eV. The structure (SMILES) is CCCOC[PH]#P(O)O. For the LUMO energy, the calculation gives 0.68 eV. The calculated total energy is -1068.02615 a.u.

Geometry as ORCA input:
```
! RIJCOSX wB97M-V def2-TZVPD def2/J DEFGRID3
* xyz 0 1
C -0.5514 -0.6049 -2.7035
C -1.6760 -0.5967 -1.6647
C -1.4892 0.4880 -0.6129
O -0.3696 0.1436 0.1788
C -0.1614 1.0076 1.2876
P 1.6233 1.5244 1.4442
P 2.6666 0.0358 2.7224
O 1.4053 -0.5600 3.5719
O 2.9704 -1.2299 1.7097
H -0.5646 -1.5474 -3.2548
H -0.6767 0.1868 -3.4426
H 0.4200 -0.5242 -2.2195
H -2.6541 -0.5107 -2.1340
H -1.6260 -1.5463 -1.1233
H -1.3267 1.4523 -1.1109
H -2.3947 0.5549 0.0000
H -0.4190 0.4586 2.1986
H -0.7803 1.9010 1.2268
H 2.0632 1.2218 0.1396
H 0.6932 -0.8585 2.9969
H 2.8477 -0.9961 0.7899
*
```